C2HN2OS2 | ωB97M-V/def2-TZVPD

```
! RIJCOSX wB97M-V def2-TZVPD def2/J DEFGRID3
* xyz -1 1
C 0.71394 1.14089 0.14247
C 2.95903 0.38762 0.18889
N 2.05435 1.20854 0.28192
N 0.18090 -0.07495 -0.04848
O 0.99305 -1.12312 -0.02642
S -0.20487 2.47195 -0.10179
S 4.47136 -0.07934 -0.11317
H -0.69148 -0.43043 -0.11614
*
```

- Lowest unoccupied orbital energy (spin up / spin down): 3.2 / 3.2 eV
- Energy: -1057.91425 a.u.
- Strongest force on any atom: 6.1 eV/Å
- HOMO energy (spin up / spin down): -3.03 / -3.04 eV
- Relative energy (zero: lowest compared OMol25 entry of this formula, charge and spin): 317.4 kJ/mol